The following is a DFT calculation (ωB97M-V with the def2-TZVPD basis set) of C62H72F2N11O10S2 as an isolated structure at a distorted geometry.

Its total charge is +7. The HOMO energy comes out at -15.136 eV. Its HOMO-LUMO gap is 2.86 eV.

```
159
Properties=species:S:1:pos:R:3:forces:R:3
C 4.7931 31.5633 27.4763 0.44 -0.14 -1.61
N 5.5502 30.2905 27.2945 0.50 0.16 -0.07
C 6.8076 30.1022 27.7173 -0.04 2.32 0.92
C 7.5034 28.9652 27.4634 0.40 -1.60 -0.55
C 6.8622 27.9544 26.7261 1.13 0.12 0.29
C 5.5609 28.1930 26.3098 0.40 -2.71 -1.25
C 4.9458 29.3393 26.5657 -0.79 1.70 1.51
C 7.5884 26.6752 26.3919 0.03 1.01 0.38
C 8.5156 26.1112 27.2640 -0.75 -0.63 -0.29
C 8.9331 24.8142 26.9933 0.84 0.01 1.41
N 8.5664 24.1512 25.9057 0.57 1.03 -1.27
C 7.8901 24.8202 24.9307 0.05 -1.98 0.23
C 7.3771 26.0580 25.1717 -1.04 0.22 -1.06
C 8.9951 22.7378 25.6707 -1.95 0.68 -0.84
H 3.9050 31.3373 28.0158 -0.54 0.12 0.79
H 4.5161 31.7998 26.4484 -0.24 0.34 0.14
H 5.3861 32.4001 27.8257 0.16 -0.32 0.51
H 7.2440 30.9635 28.2600 -0.27 -0.73 -0.33
H 8.5397 28.8443 27.7994 -0.54 0.26 -0.10
H 4.9743 27.4545 25.7578 0.37 0.06 0.19
H 3.9139 29.5121 26.3668 -0.53 0.15 -0.53
H 8.7707 26.5958 28.1918 0.16 -0.14 0.13
H 9.5767 24.2621 27.6880 -0.32 0.29 -0.22
H 7.7245 24.1576 24.0731 -0.20 0.96 -0.01
H 6.7343 26.5114 24.4022 0.44 -0.21 0.41
H 8.9052 22.5374 24.5894 -0.05 0.05 0.56
H 8.2225 22.1886 26.2161 0.72 -0.59 -0.03
H 10.0104 22.6045 25.9351 0.80 -0.24 0.72
C 16.2341 25.1815 20.7909 0.13 -0.58 -1.53
N 17.0461 25.8782 21.7842 -1.96 -3.00 1.55
C 17.6322 26.9993 21.4891 0.75 1.69 -0.07
C 18.1767 27.7290 22.5291 0.39 0.61 1.33
C 18.1831 27.2443 23.8603 -0.38 -0.12 -1.17
C 17.5068 26.0443 24.0709 0.48 -0.29 1.57
C 16.9247 25.3550 23.0773 0.44 0.88 -2.48
C 18.9172 27.8597 25.0034 0.12 0.18 -1.43
C 18.4975 27.6848 26.2987 1.20 0.44 1.86
C 19.3599 28.1018 27.3677 -0.23 0.38 -2.87
N 20.4862 28.7985 27.0459 -1.76 -0.44 -0.28
C 20.7941 29.0990 25.7645 0.67 -0.85 -0.41
C 20.1007 28.5492 24.7233 -0.63 0.13 0.88
C 21.4537 29.1941 28.0419 1.08 0.38 0.64
H 15.3034 25.7240 20.6723 -0.01 0.20 -0.31
H 15.9660 24.1848 21.1074 0.20 -0.25 0.24
H 16.7931 25.0717 19.8412 -0.47 0.27 0.48
H 17.6614 27.3859 20.4419 -0.24 -0.66 0.99
H 18.4988 28.7338 22.3107 0.46 0.04 -0.06
H 17.4606 25.5509 25.0373 0.14 0.31 0.04
H 16.4255 24.4018 23.2302 0.05 0.14 -0.29
H 17.5518 27.1959 26.4680 0.04 -0.08 0.48
H 19.1954 27.9145 28.4004 -0.22 -0.10 0.61
H 21.7344 29.5997 25.5486 -0.20 0.19 0.49
H 20.4827 28.6427 23.7328 0.10 0.19 -0.52
H 22.2493 28.4568 27.9912 0.30 0.09 0.09
H 21.0961 29.2120 29.0745 -0.38 0.08 -0.41
H 21.8327 30.1740 27.7344 0.03 -0.21 0.42
C 10.5602 14.6620 26.5545 0.64 -1.24 -0.04
N 9.9823 13.3971 26.0090 0.30 0.66 0.51
C 9.3349 12.5666 26.8236 -0.67 -0.81 -0.20
C 8.7886 11.3765 26.3381 -0.42 0.29 1.35
C 9.1376 10.9727 25.0716 -0.08 0.17 0.09
C 9.8486 11.8820 24.2737 -0.62 -1.50 0.39
C 10.1866 13.1241 24.7064 -0.05 -0.42 0.97
C 8.9078 9.5459 24.6377 2.11 1.36 -0.51
C 7.7665 9.0853 24.0322 -0.97 -1.23 0.10
C 7.7705 7.8116 23.4961 -0.31 -0.89 -0.37
N 8.9008 7.0871 23.4568 0.28 0.95 0.46
C 10.0446 7.5214 24.0384 -0.81 0.76 0.57
C 10.0900 8.7637 24.6515 0.34 -0.73 0.75
C 8.9900 5.9061 22.6265 -0.07 -1.15 -0.34
H 11.4173 14.8339 25.9128 0.06 0.56 -0.12
H 10.9601 14.4866 27.5668 -0.52 0.01 -0.39
H 9.7707 15.3808 26.5138 -0.16 0.74 0.10
H 9.2652 12.8291 27.8745 -0.06 0.17 -0.25
H 8.1312 10.7774 26.9953 0.73 0.31 -0.37
H 10.2298 11.5191 23.3675 0.25 -0.04 -1.44
H 10.6533 13.8528 24.0892 0.51 0.50 -0.16
H 6.7926 9.5507 24.0121 0.23 0.65 0.11
H 6.8812 7.2917 23.0654 0.80 0.81 0.30
H 10.8595 6.8270 24.0382 0.38 -0.08 -0.14
H 11.0399 9.0250 25.2290 -1.56 -0.01 -1.10
H 8.5289 6.1267 21.6776 0.07 0.08 -0.41
H 8.4710 5.0259 23.0254 0.23 0.33 0.30
H 10.0531 5.7218 22.5070 -0.18 -0.41 -0.27
C 16.9858 15.0721 7.6713 -0.19 -1.98 -0.50
N 16.5418 15.8141 8.8350 -0.74 -0.08 0.92
C 17.1343 16.9636 9.1926 -0.23 0.69 -0.11
C 16.7155 17.6959 10.2962 0.76 -1.20 -0.27
C 15.7589 17.1080 11.1262 0.70 0.96 -0.05
C 15.1478 15.9525 10.7314 -1.23 -1.32 0.58
C 15.4950 15.3258 9.5632 0.85 0.05 0.25
C 15.4469 17.6750 12.4378 0.53 0.48 0.88
C 15.3505 16.8457 13.5862 0.20 0.05 -0.43
C 15.0968 17.4410 14.7945 0.66 0.95 0.02
N 14.9133 18.7870 14.8835 0.26 -0.70 -0.47
C 15.0315 19.5689 13.8031 0.02 0.03 0.34
C 15.3908 19.0725 12.5750 -0.55 -0.83 -0.66
C 14.5949 19.4019 16.1832 -1.31 -0.83 0.90
H 16.6211 15.5433 6.7912 -0.27 0.51 -0.78
H 16.5175 14.0692 7.7276 0.30 0.60 -0.11
H 18.0586 14.8968 7.5651 -0.05 0.49 0.55
H 17.9397 17.3298 8.5599 -0.10 -0.28 0.07
H 17.3569 18.5248 10.5657 -0.44 0.24 0.11
H 14.4152 15.4772 11.4242 0.49 0.39 -0.94
H 15.0352 14.3744 9.3142 0.27 0.22 -0.45
H 15.5821 15.7631 13.6041 -0.33 0.82 -0.36
H 15.2000 16.9169 15.7332 -0.44 -0.07 0.03
H 14.8146 20.6012 13.9667 0.06 0.59 0.14
H 15.4985 19.7391 11.6978 -0.12 -0.46 0.78
H 14.1142 18.5842 16.7651 -0.11 0.76 -0.36
H 13.9082 20.2662 16.0276 0.86 -0.46 0.46
H 15.4715 19.6363 16.7811 0.24 0.67 -0.38
C 17.4485 15.5497 30.2204 -2.46 2.25 2.10
N 18.4607 16.5017 29.6410 -1.55 -2.66 0.41
C 18.2394 17.7963 29.3550 0.78 -1.16 0.06
C 19.2757 18.4678 28.7990 0.49 0.89 -0.73
C 20.4648 17.7963 28.5180 1.67 2.02 -0.21
C 20.6367 16.4674 28.8273 -0.68 -0.84 -0.70
C 19.5667 15.7859 29.3406 0.28 2.28 0.64
C 21.6652 18.5337 27.8889 -1.34 -1.69 -0.06
C 22.8387 17.8192 27.7332 0.89 -0.96 0.58
C 23.8640 18.2189 26.9273 -1.18 1.35 0.17
N 23.7541 19.4071 26.2952 0.89 -0.97 0.80
C 22.6616 20.1191 26.4702 0.25 1.33 -0.41
C 21.6008 19.7261 27.2243 -1.36 0.87 -0.13
C 24.8670 19.9808 25.5454 0.59 -1.69 -1.42
H 16.6311 16.1208 30.8282 1.70 -0.70 -1.04
H 17.9465 14.9015 30.9344 0.01 -0.04 -0.17
H 16.8665 15.0095 29.4926 0.39 -0.20 -0.67
H 17.3088 18.2813 29.5413 -0.63 -0.25 0.37
H 19.0872 19.5105 28.5430 0.40 -0.23 0.01
H 21.4786 15.8855 28.5151 0.38 -0.02 0.18
H 19.5967 14.7902 29.7173 0.01 -0.62 -0.27
H 23.0499 16.9152 28.2887 -0.20 0.00 -0.11
H 24.7409 17.6613 26.8361 1.31 -0.64 -0.32
H 22.7144 21.0832 26.0074 -0.40 0.34 -0.28
H 20.7348 20.3910 27.1880 0.12 -0.34 0.20
H 25.8275 19.4977 25.7675 -0.49 0.15 0.23
H 24.9133 21.0118 25.6720 0.14 1.73 0.73
H 24.6741 19.8479 24.4839 -0.04 -0.28 -0.15
N 16.4325 22.4627 24.7985 -0.31 1.18 1.83
S 16.6634 23.1407 26.2704 4.04 -3.26 -2.52
O 15.7265 24.1613 26.3561 -1.65 2.21 0.88
O 18.0621 23.2445 26.6249 -0.65 1.84 -0.71
F 16.3508 22.0291 27.2728 -2.01 -1.17 0.98
S 17.5908 21.5809 24.2517 3.80 -2.15 -2.60
O 18.3278 20.7602 25.2221 -0.78 1.72 -0.80
O 18.3351 22.2062 23.1258 -1.43 -0.46 2.89
F 16.8399 20.4487 23.4601 -0.86 0.36 0.26
O 12.6495 15.2435 23.9366 -1.36 0.32 0.81
C 13.4107 14.0845 24.1793 3.02 -0.60 -1.48
O 14.4691 13.9905 23.5388 -0.37 0.79 -0.08
O 12.9922 13.2433 24.9826 -2.14 0.31 0.93
H 13.1385 15.9293 23.4586 0.32 -0.83 -0.01
O 14.2108 23.3407 18.9016 -0.89 1.07 1.84
C 14.5818 22.2542 18.2059 2.43 -1.97 -3.04
O 14.1930 22.2337 17.0240 -2.00 0.48 -1.35
O 15.4218 21.4233 18.5870 -0.06 0.33 2.32
H 13.4625 23.6851 18.3809 0.52 -0.02 0.08
```
Forces are in eV/Å.

Atomic partial charges in e from the Löwdin method, atoms 1 to 2: number 1, C, carries 0.08; number 2, N, carries -0.05